Formula: C21H39N3O9
Source: OMol25
Level of theory: ωB97M-V/def2-TZVPD

Results
LUMO level	0.273	eV
largest force on an atom	9.02	eV Å⁻¹
structure (SMILES)	COC(=O)OC.COC(=O)OC.COC(=O)OC.CCCC#N.CCCC#N.CCCC#N
charge	0
HOMO-LUMO gap	10.79	eV

CARTESIAN COORDINATES (ANGSTROEM)
C (1.85, 4.56, 2.15)
O (0.78, 5.41, 1.64)
C (-0.34, 5.02, 0.98)
O (-0.48, 3.69, 0.45)
O (-1.36, 5.90, 0.83)
C (-2.50, 5.57, 0.01)
H (2.12, 3.79, 1.46)
H (1.57, 4.07, 3.03)
H (2.62, 5.29, 2.37)
H (-3.09, 4.66, 0.38)
H (-2.13, 5.33, -0.99)
H (-3.14, 6.47, 0.05)
C (2.03, -3.36, 2.52)
O (1.07, -2.62, 1.85)
C (-0.22, -2.83, 2.13)
O (-0.63, -3.70, 3.18)
O (-1.09, -2.22, 1.24)
C (-2.43, -2.40, 1.41)
H (1.90, -3.39, 3.60)
H (3.09, -2.92, 2.25)
H (1.77, -4.43, 2.18)
H (-2.76, -1.50, 0.91)
H (-2.62, -2.13, 2.46)
H (-2.82, -3.33, 1.00)
C (5.82, -1.65, 1.77)
O (4.89, -0.87, 1.19)
C (3.90, -0.36, 2.00)
O (3.69, -0.74, 3.31)
O (2.99, 0.51, 1.43)
C (1.96, 0.98, 2.35)
H (6.81, -1.65, 1.21)
H (5.47, -2.65, 1.74)
H (6.03, -1.52, 2.88)
H (1.25, 0.17, 2.64)
H (1.27, 1.73, 1.92)
H (2.32, 1.39, 3.33)
C (-1.40, -3.41, -2.42)
C (0.15, -3.59, -2.38)
C (0.86, -2.82, -3.34)
C (2.30, -3.25, -3.45)
N (3.38, -3.61, -3.57)
H (-1.59, -2.29, -2.30)
H (-1.90, -3.97, -1.59)
H (-1.86, -3.66, -3.37)
H (0.24, -4.66, -2.48)
H (0.43, -3.27, -1.35)
H (0.78, -1.78, -3.10)
H (0.45, -2.96, -4.39)
C (-3.86, -0.07, -1.53)
C (-3.85, 0.71, -0.24)
C (-4.17, 2.14, -0.27)
C (-3.43, 2.80, -1.34)
N (-2.84, 3.29, -2.16)
H (-4.88, -0.17, -1.95)
H (-3.43, -1.11, -1.55)
H (-3.35, 0.47, -2.29)
H (-2.86, 0.47, 0.08)
H (-4.37, 0.09, 0.45)
H (-4.02, 2.57, 0.72)
H (-5.21, 2.36, -0.37)
C (1.70, 0.05, -1.06)
C (0.19, 0.17, -0.87)
C (-0.49, 1.14, -1.82)
C (-0.42, 0.68, -3.15)
N (-0.38, 0.33, -4.25)
H (2.16, -0.69, -0.47)
H (2.18, 0.99, -1.00)
H (1.86, -0.20, -2.03)
H (0.03, 0.52, 0.08)
H (-0.29, -0.84, -0.76)
H (-0.09, 2.14, -1.77)
H (-1.55, 1.14, -1.57)